Run one
ORCA calculation (the ωB97M-V functional and the def2-TZVPD basis) on C3H5N3O in the gas phase.

Kohn-Sham gap = 9.6 eV
Total charge = 0
SMILES = [H]/N=c1/ocnn1C
LUMO energy = 0.031 Ha

Each line ends with the Mulliken charge.
Cartesian coordinates (Å):
C: 1.2814 -0.8897 0.0025  -0.926
C: -2.0222 -0.1244 0.0528  0.042
C: -0.2120 0.9793 -0.0617  0.554
H: 2.0880 -0.5160 -0.7943  0.251
H: 1.0075 -1.9693 -0.2032  0.335
H: 1.5970 -0.5978 0.9804  0.397
H: -3.1372 -0.2246 0.4353  0.321
H: 1.4894 1.5818 0.1028  0.236
N: -0.0208 -0.3213 -0.2344  0.573
N: -1.1662 -1.0249 -0.0838  -0.694
N: 0.6398 1.9799 0.0067  -0.736
O: -1.5447 1.1270 -0.2031  -0.353



Run two
ORCA calculation (the ωB97M-V functional and the def2-TZVPD basis) on C3H5N3O in the gas phase.

Kohn-Sham gap = 8.9 eV
Total charge = 0
SMILES = N[C@]12N=CN[C@H]1O2
LUMO energy = 0.037 Ha

Each line ends with the Mulliken charge.
Cartesian coordinates (Å):
C: -1.2576 0.9905 -0.2744  -0.207
C: -0.4264 -1.0174 0.2635  -0.118
C: 0.7478 0.1797 -0.1716  0.552
N: -0.0225 1.2393 -0.3919  -0.526
N: -1.6179 -0.3073 0.0278  -0.198
N: 2.0730 0.1748 0.3287  -0.465
O: 0.3330 -1.0018 -0.8644  -0.419
H: -2.0669 1.7803 -0.5022  0.303
H: -0.4464 -2.0697 0.7900  0.307
H: -2.5050 -0.3684 0.5312  0.273
H: 2.6591 -0.6231 0.2482  0.236
H: 2.5297 1.0231 0.0153  0.263



The structure with the greatest stability is run one.



Run one
ORCA calculation (the ωB97M-V functional and the def2-TZVPD basis) on C3H5N3O as an isolated structure.

Kohn-Sham gap = 8.3 eV
Total charge = 0
LUMO energy = -0.022 Ha

Each line ends with the Mulliken charge.
Cartesian coordinates (Å):
C: 1.9973 0.7390 -0.7532  -0.831
C: 0.5827 0.0496 -0.3593  0.021
C: -0.2713 0.2929 0.6693  0.660
H: 2.5010 0.4424 -1.6147  0.335
H: 2.3366 0.3225 0.2939  0.189
H: 1.9777 1.8878 -0.6484  0.219
H: -1.8396 -1.0602 1.2392  0.309
H: -0.9611 0.6325 2.6230  0.375
N: 0.1143 -0.8581 -1.3100  -0.165
N: -1.0102 -1.2508 -0.8277  -0.643
N: -1.2325 -0.5164 0.3270  0.111
O: -0.3709 1.2079 1.6802  -0.581



Run two
ORCA calculation (the ωB97M-V functional and the def2-TZVPD basis) on C3H5N3O in the gas phase.

Kohn-Sham gap (spin up / spin down) = 7.9 / 6.5 eV
Total charge = 0
LUMO energy (spin up / spin down) = -0.018 / -0.082 Ha

Each line ends with the Mulliken charge.
Cartesian coordinates (Å):
C: -0.0938 -0.9193 -0.0685  -0.120
C: -0.3529 -2.3895 -0.0301  0.468
C: -0.4412 1.3538 0.5818  -0.837
N: -2.2044 0.0197 0.3097  -0.785
N: 0.7057 -3.1023 -0.0582  -0.475
N: -0.9610 0.0259 0.2320  0.645
O: -1.4945 -2.8747 0.0843  -0.543
H: 0.9164 -0.6706 -0.0670  0.346
H: 0.2065 1.4293 1.3960  0.384
H: -1.2881 1.9852 0.7711  0.317
H: 0.2923 1.9139 -0.1425  0.303
H: 0.7158 -4.0448 0.3928  0.297



The structure with the greatest stability is run one.



Run one
ORCA calculation (the ωB97M-V functional and the def2-TZVPD basis) on C3H5N3O in the gas phase.

Kohn-Sham gap = 10.9 eV
Total charge = 0
SMILES = OCc1nc[nH]n1
LUMO energy = 0.030 Ha

Each line ends with the Mulliken charge.
Cartesian coordinates (Å):
O: -2.1497 1.0707 0.2139  -0.507
C: -1.7071 -0.2526 0.0075  -0.401
C: -0.1634 -0.2967 -0.1251  0.608
N: 0.5409 0.6521 -0.7396  -0.668
N: 1.7975 0.4020 -0.3268  0.180
C: 1.8486 -0.6610 0.4829  0.035
N: 0.5953 -1.1585 0.6133  -0.595
H: -1.8965 1.5735 -0.5688  0.329
H: -2.2467 -0.7185 -0.8351  0.207
H: -2.0241 -0.7990 0.9075  0.257
H: 2.5515 1.0415 -0.5414  0.223
H: 2.8536 -0.8535 0.9118  0.332



Run two
ORCA calculation (the ωB97M-V functional and the def2-TZVPD basis) on C3H5N3O in the gas phase.

Kohn-Sham gap = 8.0 eV
Total charge = 0
LUMO energy = 0.012 Ha

Each line ends with the Mulliken charge.
Cartesian coordinates (Å):
N: 1.4762 1.2932 -0.0414  -0.805
C: 1.1828 -1.1330 -0.0632  -0.383
C: 0.0379 -1.8725 0.0350  -0.420
N: -1.1112 -1.0556 0.0444  -0.049
C: -0.7115 0.2050 -0.0249  0.444
O: -1.6387 1.1772 0.0387  -0.479
N: 0.6519 0.1918 -0.1266  0.433
H: 1.6692 1.8812 -0.8309  0.193
H: 1.8223 1.5681 0.8637  0.191
H: -0.0675 -2.9468 0.0591  0.343
H: -2.0777 -1.3588 0.0610  0.190
H: -1.2336 2.0503 -0.0149  0.342



The structure with the greatest stability is run one.